C20H27BCl8F7IN2O6S | the ωB97M-V functional and the def2-TZVPD basis

Calculated values
Multiplicity ... 1
E_LUMO ... 0.0009 hartree
Frontier orbital gap ... 9.355 eV
SMILES string ... CCB(O)[C@@](C#N)(CC(=O)I)[C@](C#N)(COO)S(=O)(=O)C(F)(F)C(F)(F)C(F)(F)F.ClCCCl.ClCCCl.ClCCCl.ClCCCl

Positions of all 73 atoms, in Å:
C -0.196 -2.790 0.194
C -0.236 -1.246 0.232
B -1.690 -0.758 -0.129
O -2.747 -1.634 0.014
C -2.030 0.748 -0.722
C -0.783 1.177 -1.341
N 0.199 1.462 -1.886
C -3.066 0.497 -1.842
C -3.311 1.636 -2.823
O -4.140 2.482 -2.685
I -2.135 1.627 -4.642
C -2.508 1.728 0.411
C -2.127 1.132 1.692
N -1.824 0.736 2.753
C -4.037 1.823 0.492
O -4.521 0.537 0.810
O -5.935 0.666 0.803
S -1.961 3.459 0.248
O -1.954 3.817 -1.134
O -2.810 4.305 1.028
C -0.227 3.805 0.870
F 0.706 3.372 0.043
F -0.199 5.129 0.778
C 0.119 3.450 2.352
F 0.894 4.444 2.806
F -0.955 3.466 3.123
C 0.961 2.148 2.531
F 0.776 1.265 1.565
F 0.729 1.585 3.699
F 2.253 2.486 2.515
H 0.802 -3.141 0.418
H -0.860 -3.234 0.923
H -0.461 -3.159 -0.789
H -0.036 -0.967 1.264
H 0.529 -0.906 -0.454
H -2.790 -2.146 -0.801
H -2.639 -0.295 -2.455
H -4.006 0.115 -1.471
H -4.474 2.218 -0.420
H -4.329 2.487 1.297
H -6.187 0.473 1.713
Cl -1.173 -2.767 -4.034
C -1.443 -3.344 -5.704
C -1.292 -2.238 -6.716
Cl -2.600 -1.038 -6.578
H -2.434 -3.789 -5.747
H -0.705 -4.121 -5.893
H -1.334 -2.650 -7.723
H -0.345 -1.717 -6.596
Cl 1.828 -6.358 -2.446
C 1.641 -7.176 -0.874
C 0.193 -7.380 -0.512
Cl -0.625 -5.837 -0.158
H 2.158 -6.583 -0.124
H 2.138 -8.141 -0.956
H 0.121 -7.993 0.385
H -0.352 -7.875 -1.311
Cl 6.480 5.942 0.876
C 4.796 5.611 0.395
C 4.426 4.162 0.580
Cl 5.278 3.097 -0.565
H 4.675 5.922 -0.639
H 4.158 6.234 1.021
H 3.360 4.032 0.401
H 4.651 3.820 1.586
Cl 3.821 -1.327 3.157
C 3.684 -0.218 4.546
C 4.731 -0.488 5.595
Cl 4.466 -2.042 6.425
H 2.680 -0.313 4.952
H 3.805 0.792 4.158
H 4.694 0.289 6.356
H 5.728 -0.503 5.164



C20H27CdN2O3PS | the ωB97M-V functional and the def2-TZVPD basis

Calculated values
Multiplicity ... 1
E_LUMO (alpha / beta) ... 0.0007 / 0.0087 hartree
Frontier orbital gap (alpha / beta) ... 5.731 / 5.199 eV

Positions of all 55 atoms, in Å:
C 2.700 2.479 -3.189
C 1.335 2.690 -2.965
C 0.642 1.857 -2.067
C 1.372 0.855 -1.443
C 2.736 0.652 -1.622
C 3.424 1.496 -2.507
C -0.825 2.105 -1.790
C -1.839 0.991 -2.133
N -1.349 -0.403 -1.944
Cd 0.269 -0.511 -0.248
C 3.436 -0.495 -0.917
P 2.261 -1.955 -0.874
H 0.768 3.483 -3.452
H 4.493 1.345 -2.640
H 3.213 3.120 -3.907
H 3.646 -0.269 0.141
H 4.349 -0.815 -1.422
H -0.955 2.334 -0.722
H -1.120 2.982 -2.367
H -2.705 1.114 -1.465
C 2.836 -3.181 0.301
C 2.438 -2.592 -2.560
H -2.170 1.094 -3.183
C -0.685 -0.941 -3.146
C -2.430 -1.310 -1.513
H 0.668 -0.671 1.938
H -1.404 -1.002 -3.981
H 0.154 -0.292 -3.428
H -0.298 -1.948 -2.923
H -3.128 -1.503 -2.345
H -1.993 -2.267 -1.188
H -2.975 -0.861 -0.668
H 3.458 -2.967 -2.685
H 1.719 -3.412 -2.679
H 2.237 -1.826 -3.319
H 3.787 -3.598 -0.036
H 2.929 -2.729 1.296
H 2.063 -3.961 0.318
H -0.749 -1.486 2.228
O 0.628 -0.904 4.856
S -0.635 -1.138 4.296
O -1.351 -2.395 4.382
N -0.328 -0.603 2.461
C -1.256 0.410 2.099
O -1.290 0.787 0.915
C -1.937 0.952 3.215
C -2.756 2.089 3.194
C -3.374 2.471 4.373
C -3.182 1.766 5.583
C -2.338 0.639 5.616
C -1.737 0.275 4.422
H -2.889 2.603 2.261
H -4.043 3.334 4.390
H -3.676 2.064 6.517
H -2.147 0.047 6.528



C20H27Cl6F3O15 | the ωB97M-V functional and the def2-TZVPD basis

Calculated values
Multiplicity ... 1
E_LUMO ... -0.0037 hartree
Frontier orbital gap ... 10.843 eV
SMILES string ... O=C1OC[C@@H](F)O1.O=C1OC[C@@H](F)O1.O=C1OC[C@@H](F)O1.C[C@H]1COC(=O)O1.C[C@H]1COC(=O)O1.ClCCl.ClCCl.ClCCl

Positions of all 71 atoms, in Å:
C 18.897 -28.488 -24.872
C 20.173 -28.457 -25.778
C 21.412 -27.908 -25.067
O 22.372 -28.786 -25.667
C 21.798 -29.952 -26.090
O 22.374 -30.878 -26.649
O 20.502 -29.865 -26.141
H 18.595 -27.559 -24.389
H 18.760 -29.179 -24.041
H 18.164 -28.739 -25.638
H 19.993 -27.816 -26.641
H 21.507 -28.134 -24.005
H 21.637 -26.881 -25.355
C 28.224 -36.387 -15.994
C 27.117 -35.364 -16.235
C 27.143 -34.554 -17.537
O 25.746 -34.508 -17.863
C 25.074 -35.471 -17.149
O 23.921 -35.770 -17.127
O 25.980 -36.152 -16.376
H 27.916 -37.006 -15.152
H 29.189 -35.904 -15.846
H 28.291 -37.042 -16.863
H 27.098 -34.785 -15.311
H 27.726 -35.177 -18.215
H 27.513 -33.535 -17.422
C 17.985 -28.625 -18.963
Cl 19.321 -28.003 -19.924
Cl 17.534 -30.155 -19.662
H 18.387 -28.769 -17.960
H 17.084 -28.016 -18.891
C 27.137 -26.728 -20.460
Cl 25.466 -26.312 -21.054
Cl 27.445 -26.350 -18.805
H 27.454 -27.755 -20.639
H 27.868 -26.133 -21.007
C 16.873 -34.075 -25.697
Cl 15.478 -35.138 -25.314
Cl 17.405 -34.509 -27.393
H 16.598 -33.020 -25.686
H 17.659 -34.302 -24.976
C 27.834 -28.587 -26.632
C 27.599 -28.144 -25.238
O 27.922 -26.763 -25.387
C 28.686 -26.531 -26.513
O 29.369 -25.497 -26.696
O 28.657 -27.639 -27.267
F 28.393 -28.828 -24.441
H 26.905 -28.732 -27.183
H 28.357 -29.539 -26.542
H 26.590 -28.299 -24.855
C 26.438 -35.529 -26.436
C 26.894 -34.083 -26.564
O 26.467 -33.790 -27.918
C 26.200 -34.902 -28.592
O 26.005 -35.015 -29.810
O 26.512 -35.957 -27.760
F 28.270 -34.024 -26.399
H 25.429 -35.510 -26.026
H 27.020 -36.157 -25.761
H 26.429 -33.408 -25.845
C 22.417 -31.969 -20.954
C 22.471 -33.332 -21.603
O 23.841 -33.433 -21.956
C 24.474 -32.268 -21.750
O 25.711 -32.061 -21.914
O 23.583 -31.336 -21.429
F 21.763 -33.294 -22.728
H 22.438 -32.019 -19.866
H 21.506 -31.442 -21.236
H 22.184 -34.204 -21.015



C20H27ClIN3O4OsSi | the ωB97M-V functional and the def2-TZVPD basis

Calculated values
Multiplicity ... 5
Charge ... +2
E_LUMO (alpha / beta) ... -0.2043 / -0.3487 hartree
Frontier orbital gap (alpha / beta) ... 7.665 / 4.017 eV

Positions of all 58 atoms, in Å:
Os -0.711 0.192 -1.077
C 0.216 0.861 3.000
C -0.644 -0.279 2.572
C -1.150 -1.210 3.488
C -1.955 -2.247 3.037
C -2.258 -2.349 1.692
C -1.716 -1.395 0.815
N -0.919 -0.403 1.286
N -1.867 -1.295 -0.514
Si -2.972 -2.201 -1.587
C -4.633 -1.265 -1.421
C -3.152 -4.056 -1.218
C -2.081 -1.903 -3.252
H 0.246 0.945 4.082
H -0.170 1.789 2.582
H 1.229 0.721 2.623
H -0.913 -1.109 4.533
H -2.334 -2.978 3.735
H -2.896 -3.128 1.312
H -5.118 -1.479 -0.472
H -5.309 -1.571 -2.213
H -4.493 -0.190 -1.493
H -3.930 -4.265 -0.489
H -2.229 -4.514 -0.878
H -3.445 -4.561 -2.133
H -1.460 -0.993 -3.215
H -2.792 -1.794 -4.065
H -1.435 -2.743 -3.496
N -1.741 3.093 -2.495
C -2.625 2.567 -1.659
O -2.424 1.492 -1.055
C -3.932 3.270 -1.482
I -5.219 2.551 -3.076
H -0.844 2.640 -2.631
H -1.927 3.933 -3.022
H -3.851 4.348 -1.584
H -4.400 2.997 -0.540
C 5.739 -1.101 0.931
C 5.099 0.196 1.270
C 5.381 0.854 2.450
C 4.798 2.086 2.748
Cl 5.201 2.902 4.186
C 3.877 2.660 1.857
C 3.573 2.019 0.679
C 4.189 0.801 0.351
O 4.003 0.135 -0.794
C 3.201 0.667 -1.823
C 1.708 0.481 -1.576
O 0.918 1.454 -1.726
O 1.232 -0.633 -1.248
H 6.271 -1.511 1.786
H 6.450 -0.960 0.115
H 4.998 -1.818 0.582
H 6.078 0.413 3.145
H 3.421 3.605 2.100
H 2.864 2.472 0.004
H 3.452 0.081 -2.715
H 3.405 1.731 -2.007



C20H27ClNO2PZn | the ωB97M-V functional and the def2-TZVPD basis

Calculated values
Multiplicity ... 1
E_LUMO ... 0.0098 hartree
Frontier orbital gap ... 7.968 eV

Positions of all 53 atoms, in Å:
C 0.091 -3.246 2.959
C 0.684 -3.472 1.723
C 0.536 -2.538 0.669
C -0.156 -1.354 0.892
C -0.665 -1.098 2.161
C -0.544 -2.033 3.196
C 1.015 -3.008 -0.683
C 0.404 -2.367 -1.936
N -1.011 -1.930 -1.756
Zn -0.597 -0.131 -0.648
C -1.402 0.173 2.451
P -2.089 0.839 0.859
H 1.221 -4.405 1.522
H -1.027 -1.806 4.145
H 0.121 -4.008 3.738
H -0.722 0.956 2.827
H -2.227 0.032 3.166
H 2.115 -2.918 -0.730
H 0.824 -4.092 -0.749
H 0.986 -1.468 -2.229
C -2.343 2.576 1.355
C -3.796 0.142 0.809
H 0.459 -3.099 -2.750
C -1.879 -2.800 -0.909
C -1.677 -1.728 -3.076
H -1.394 1.878 -2.137
H -2.651 -3.260 -1.541
H -1.335 -3.611 -0.411
H -2.370 -2.153 -0.156
H -2.430 -2.517 -3.270
H -2.166 -0.730 -3.087
H -0.961 -1.769 -3.905
H -4.433 0.612 1.571
H -4.188 0.365 -0.193
H -3.794 -0.946 0.937
H -3.013 2.654 2.225
H -1.366 3.012 1.601
H -2.768 3.123 0.505
H -1.850 1.482 -2.619
Cl 5.805 5.705 -1.101
C 4.605 4.534 -0.781
C 3.739 4.143 -1.819
C 2.783 3.147 -1.569
C 2.673 2.548 -0.307
C 3.552 2.943 0.703
C 4.496 3.949 0.488
C 1.670 1.445 -0.025
O 0.866 1.155 -1.019
O 1.670 0.899 1.092
H 3.811 4.601 -2.805
H 2.094 2.819 -2.342
H 3.476 2.473 1.677
H 5.157 4.284 1.278



C20H27CrN7O3S | the ωB97M-V functional and the def2-TZVPD basis

Calculated values
Multiplicity ... 2
Charge ... +1
E_LUMO (alpha / beta) ... -0.1629 / -0.1588 hartree
Frontier orbital gap (alpha / beta) ... 6.703 / 6.750 eV

Positions of all 59 atoms, in Å:
Cr 0.508 1.130 1.174
N -0.787 1.343 2.882
C -0.177 0.484 3.926
C 1.328 0.732 3.882
O 2.008 0.769 4.882
N 1.755 0.950 2.596
C 2.912 1.796 2.429
C 2.376 3.111 1.768
O 3.059 4.100 1.681
O 1.166 2.944 1.288
H -0.732 2.309 3.194
H -1.775 1.124 2.798
H -0.373 -0.561 3.691
H -0.549 0.695 4.927
H 3.640 1.370 1.734
H 3.408 2.023 3.370
N 0.327 -2.654 -0.447
C -0.523 -3.531 0.263
C -0.396 -4.903 0.122
C -1.242 -5.754 0.819
C -2.197 -5.238 1.679
C -2.306 -3.864 1.848
C -1.481 -3.022 1.126
S -1.658 -1.263 1.250
N -0.102 -0.718 0.797
C 0.607 -1.399 -0.057
C 1.735 -0.673 -0.656
C 2.595 -1.189 -1.615
C 3.526 -0.355 -2.209
C 3.572 0.975 -1.823
C 2.704 1.412 -0.838
N 1.804 0.613 -0.261
H 0.956 -3.087 -1.101
H 0.368 -5.305 -0.534
H -1.146 -6.823 0.693
H -2.856 -5.897 2.227
H -3.040 -3.442 2.523
H 2.547 -2.230 -1.903
H 4.203 -0.734 -2.962
H 4.273 1.665 -2.270
H 2.722 2.439 -0.494
C -1.518 0.616 -3.715
C -1.828 1.559 -2.554
C -1.649 3.016 -2.989
C -3.246 1.317 -2.044
N -0.859 1.174 -1.501
N -0.977 1.891 -0.265
H -2.192 0.800 -4.550
H -1.629 -0.421 -3.394
H -0.493 0.763 -4.068
H -2.282 3.234 -3.849
H -0.613 3.209 -3.278
H -1.925 3.712 -2.195
H -3.947 1.371 -2.875
H -3.550 2.073 -1.316
H -3.326 0.327 -1.591
H 0.068 1.367 -1.860
H -1.932 1.752 0.046
H -0.860 2.898 -0.398



Taking the records one at a time from the top gives DFT total energy values of -6440.4340, -2020.5951, -4967.6099, -2381.0670, -3564.3868, -2829.8508 a.u..